Here is C17H15Cl2IN6O6PbS as an isolated structure from OMol25. Energies are from ωB97M-V/def2-TZVPD.

Values from the calculation:
LUMO energy: -9.3 eV
electronic energy: -3245.1106 Eh
charge: +2
maximum force: 0.451 eV Å⁻¹
energy above the lowest of the compared OMol25 structures with the same formula, charge and spin: 0.314 eV
gap between HOMO and LUMO: 5.23 eV
molar mass: 836.42 Da

Cartesian coordinates (Å):
Pb -0.846 0.421 -0.132
O 2.825 -0.006 1.670
Cl 1.911 -0.712 0.862
O 2.412 -1.958 0.397
O 1.531 0.129 -0.315
O 0.640 -0.917 1.580
N -1.202 4.116 -3.114
C -1.329 2.800 -2.941
N -0.890 2.483 -1.737
C -0.498 3.678 -1.216
N -0.667 4.694 -2.025
C 0.114 3.737 0.123
C 0.608 4.917 0.658
N 1.209 4.955 1.841
C 1.322 3.798 2.480
C 0.817 2.614 1.967
N 0.197 2.577 0.789
H -1.453 4.682 -3.910
H -1.734 2.133 -3.683
H 0.517 5.846 0.109
H 1.830 3.807 3.436
H 0.924 1.685 2.510
Cl 2.451 -5.579 -3.877
C 1.731 -4.117 -3.510
C 1.851 -3.096 -4.479
C 1.294 -1.869 -4.269
I 1.475 -0.369 -5.602
C 0.520 -1.594 -2.996
O -0.011 -0.531 -2.818
C 0.456 -2.702 -1.985
N -0.161 -2.420 -0.860
C -0.227 -3.383 0.066
C 0.293 -4.658 -0.111
C 0.950 -4.951 -1.289
C 1.045 -3.949 -2.261
H 2.404 -3.319 -5.381
H -0.702 -3.107 0.997
H 0.199 -5.396 0.671
H 1.385 -5.927 -1.452
C -1.708 -1.090 4.013
S -1.563 0.619 3.531
C -3.000 1.281 4.352
O -1.932 0.656 2.052
H -2.663 -1.480 3.665
H -1.637 -1.149 5.098
H -0.870 -1.622 3.569
H -3.882 0.708 4.071
H -3.100 2.315 4.029
H -2.835 1.250 5.428